Entry 1:
C19H18NO2Yb as an isolated structure. Source: the Open Molecules 2025 dataset; level of theory: ωB97M-V with the def2-TZVPD basis set.

Geometry as XYZ:
```
41
Properties=species:S:1:pos:R:3:forces:R:3
C 0.8374 -1.5852 3.0400 -0.33 0.23 0.00
C 1.7440 -0.4945 2.8981 -0.17 0.01 0.05
C 1.0062 0.6288 2.4124 -0.18 0.07 -0.25
H 2.8179 -0.5073 3.1441 -0.73 -0.01 -0.19
C -0.3608 0.2554 2.2417 0.37 -0.56 0.04
C -0.4618 -1.1273 2.6244 0.38 0.40 0.06
H -1.3594 -1.7334 2.5487 0.10 0.09 0.22
H 1.0881 -2.5981 3.3841 -0.16 0.62 -0.16
H 1.4040 1.6190 2.1654 -0.07 -0.49 0.23
H -1.1523 0.8806 1.7934 0.51 -0.46 0.44
C 0.8794 0.3677 -1.6472 -2.44 0.44 0.49
C 2.0236 -0.4184 -1.5470 1.21 -2.12 -0.33
C 1.6463 -1.8485 -1.7773 -1.79 3.47 -2.77
H 3.0371 -0.0526 -1.2964 -0.54 -0.32 -0.73
C 0.1660 -1.8149 -1.8056 1.90 -1.04 -0.05
C -0.2646 -0.4920 -1.7813 0.56 2.29 0.77
H -1.2691 -0.0873 -1.8692 0.11 -0.33 0.12
H 0.7929 1.4599 -1.7055 0.25 -0.56 0.38
H 2.2263 -2.5007 -2.4466 -0.10 -0.12 1.30
H -0.4780 -2.6852 -1.8190 0.14 -0.05 -0.43
Yb 0.9033 -1.1717 0.5451 0.11 -0.03 -2.40
O -2.1472 2.2950 -0.8122 1.16 0.43 1.15
C -1.4945 3.5247 -0.3427 -2.70 -0.49 -1.14
C -2.9406 3.1816 -0.0224 1.63 0.61 -0.20
H -0.7504 3.3764 0.3876 0.77 -0.18 0.80
H -1.3140 4.2973 -1.1004 -0.01 -0.46 0.20
H -3.1650 2.9459 1.0231 0.06 -0.39 -0.36
H -5.5499 3.4426 0.7025 0.10 0.14 -0.54
C -5.3778 3.6488 -0.3657 0.74 0.30 0.29
C -4.0483 3.6757 -0.8481 -1.36 -0.18 -1.03
C -3.8079 3.8382 -2.2351 -0.96 0.10 0.70
H -2.7965 3.7510 -2.6059 -0.08 0.05 -0.11
C -4.8833 4.0125 -3.1068 -0.38 0.16 0.04
H -4.7113 4.1068 -4.1930 -0.11 -0.05 0.72
C -6.1957 4.0512 -2.6023 -0.78 -0.12 0.50
H -7.0787 4.1708 -3.2760 1.01 -0.04 0.52
C -6.4538 3.8788 -1.2127 -0.07 0.21 -1.03
H -7.4941 3.9138 -0.8122 1.01 -0.12 -0.47
O 4.2567 -3.4059 0.7943 -0.35 0.10 -0.92
C 3.2256 -3.1780 0.2439 -0.07 -0.22 1.26
N 2.1322 -2.9344 -0.2090 1.23 -1.38 2.83
```
Forces are in eV/Å.

Calculated values
<S²>: 0.7509
2S+1: 2
Calculated total energy, eV: -57106.448
F_max, eV/A: 4.785

Mulliken population analysis, charges in e, atoms 1 to 6:
1 C -0.434
2 C -0.535
3 C -0.427
4 H 0.408
5 C -0.078
6 C -0.714



Entry 2:
One molecule with the formula C10H8BrF. Source: the Open Molecules 2025 dataset; level of theory: ωB97M-V with the def2-TZVPD basis set.

Geometry as XYZ:
```
20
Properties=species:S:1:pos:R:3:forces:R:3
C 2.8013 -0.1190 -0.3690 0.22 -1.22 0.29
C 2.4656 -1.4945 -0.2827 -1.48 0.56 0.17
C 1.8805 0.9310 -0.3242 0.95 0.42 -0.68
C 1.1030 -1.8150 -0.1106 -0.17 0.20 0.26
C 0.5420 0.5947 -0.2044 0.03 0.14 -0.29
C 0.1278 -0.7851 -0.0110 2.65 2.15 -0.25
C -0.6035 1.5270 0.1131 -0.71 1.48 -0.55
C -1.0913 -0.7685 0.5949 -1.81 0.15 -0.08
C -1.7635 0.5885 0.5676 -1.24 -0.08 -1.03
C -3.0617 0.6541 -0.3484 2.35 -1.08 -1.83
F -2.8744 0.2267 -1.6666 -0.26 0.66 1.53
Br -4.5750 -0.1070 0.3946 -0.71 -0.23 0.16
H 3.8481 0.1224 -0.3573 0.32 0.11 -0.27
H 3.2532 -2.2529 -0.2829 -0.41 0.26 -0.04
H 2.4081 1.9485 -0.4353 -1.72 -1.33 0.37
H 0.6325 -2.7722 0.1081 0.95 -0.39 -0.24
H -0.1946 2.0739 1.0034 -0.87 0.21 -0.86
H -0.9853 2.2583 -0.7653 1.23 -1.58 2.12
H -1.5223 -1.6708 0.9505 -0.71 -0.48 0.36
H -2.3903 0.8599 1.4253 1.39 0.07 0.86
```
Forces are in eV/Å.

Calculated values
F_max, eV/A: 3.424
Energy relative to the best compared isomer or geometry (same formula, charge and spin), kcal per mole: 3.2

Mulliken population analysis, charges in e, atoms 1 to 6:
1 C -0.267
2 C -0.651
3 C -0.585
4 C -0.578
5 C 0.699
6 C 0.538



Entry 3:
One molecule with the formula Br3HNP. Source: the Open Molecules 2025 dataset; level of theory: ωB97M-V with the def2-TZVPD basis set.

Geometry as XYZ:
```
6
Properties=species:S:1:pos:R:3:forces:R:3
N 1.3731 -0.3473 -0.3939 -3.62 0.27 -0.32
P -0.1308 -0.0157 -0.0740 2.77 1.59 1.58
Br -1.4105 -1.1252 -1.2215 -1.32 -1.41 -1.43
Br -0.9789 2.1315 -0.6129 0.73 -1.27 0.62
Br -0.9890 -0.3775 2.0779 0.70 0.44 -1.34
H 2.1362 -0.2659 0.2243 0.73 0.39 0.90
```
Forces are in eV/Å.

Calculated values
SMILES: N=P(Br)(Br)Br
F_max, eV/A: 3.644
Energy relative to the best compared isomer or geometry (same formula, charge and spin), kcal per mole: 2.4

Just the Mulliken charges please, in e? Sure, here they are:
1 N -0.562
2 P 0.590
3 Br -0.012
4 Br -0.152
5 Br -0.135
6 H 0.271



Entry 4:
C9H8N2O2 as an isolated structure. Source: the Open Molecules 2025 dataset; level of theory: ωB97M-V with the def2-TZVPD basis set.

Geometry as XYZ:
```
21
Properties=species:S:1:pos:R:3:forces:R:3
C -0.3890 1.8115 -1.4404 0.93 -1.32 0.62
C -1.8840 3.3256 -0.2241 -2.44 1.50 4.12
C 1.4350 0.9563 -0.4468 0.48 -1.59 -0.11
C 0.7883 -0.2924 0.1741 -0.53 -4.27 0.59
C 0.5884 -0.5775 1.5369 -0.05 1.64 -0.55
C 0.2224 -1.8687 1.9389 1.18 6.16 8.31
C 0.0947 -2.8952 1.1984 -1.26 -7.45 -1.27
C 0.2383 -2.8930 -0.1895 -1.43 4.90 1.43
C 0.3090 -1.4791 -0.5948 2.05 -0.57 -2.25
H -2.0356 2.7763 -2.1264 -0.36 -3.37 3.42
H 2.4352 1.2774 0.1191 -2.37 -0.61 -1.56
H 1.3504 0.8457 -1.6129 2.36 -0.35 2.50
H 0.5270 0.2502 2.2845 0.72 -0.81 -0.55
H 0.2089 -1.8571 3.2310 -0.45 -0.70 -3.98
H -0.2913 -3.8447 1.7320 1.06 1.25 -1.03
H -0.1348 -3.7839 -0.6561 0.21 0.25 -1.15
H 0.1461 -1.2591 -1.6658 0.44 -0.30 0.35
N -1.9004 2.0042 -1.0444 3.12 7.40 -4.20
N -2.1911 4.1981 0.5816 2.13 -5.09 -5.13
O 0.0876 1.3913 -2.5090 -3.55 1.98 2.50
O 0.3949 1.9142 -0.2864 -2.21 1.33 -2.07
```
Forces are in eV/Å.

Calculated values
F_max, eV/A: 10.410
Energy relative to the best compared isomer or geometry (same formula, charge and spin), kcal per mole: 187.2

Mulliken population analysis, charges in e, atoms 1 to 6:
1 C 0.615
2 C 0.327
3 C -0.624
4 C 0.371
5 C -0.209
6 C -0.435